[1]
90
Properties=species:S:1:pos:R:3:forces:R:3 method="wB97M-V/def2-TZVPD" molar_mass_da=840.726 spin_multiplicity=3 gap_ev="5.812 / 5.730" charge=+2 s2=2.034 de_lowest_ev=2.174 e_lumo_ev="-6.895 / -7.032" total_energy_ev=-146973.81073
Mo -0.5335 -0.1236 -0.0400 -0.52 -0.14 1.27
N -2.5305 -2.4753 -0.7555 0.13 0.06 -0.06
C -3.0908 -2.8933 0.5270 -0.04 0.18 0.08
C -3.1567 -1.6971 1.4601 -0.05 -0.13 0.08
N -1.8498 -1.0685 1.7566 -0.44 -0.31 -0.04
C -1.0357 -1.8621 2.6991 0.15 -0.18 -0.05
C 0.0588 -2.6030 1.9484 -0.45 0.16 0.17
N 0.7340 -1.6249 1.0737 0.17 -0.17 0.10
H -2.2695 -3.2828 -1.3095 -0.02 0.00 -0.05
H -3.2389 -1.9863 -1.2907 0.02 -0.07 -0.04
H -4.0994 -3.3061 0.4297 0.03 -0.04 0.09
H -2.4641 -3.6784 0.9509 0.00 -0.03 0.01
H -3.7917 -0.9379 1.0029 0.00 0.05 0.06
H -3.6290 -2.0133 2.3954 -0.05 0.09 -0.01
H -2.0689 -0.1921 2.2431 0.11 0.03 -0.09
H -0.5709 -1.1891 3.4194 -0.08 0.04 -0.01
H -1.6630 -2.5646 3.2534 0.04 0.01 0.02
H 0.7649 -3.0449 2.6551 0.02 -0.01 -0.08
H -0.3769 -3.4039 1.3515 0.07 0.00 -0.05
H 1.3284 -1.0639 1.6854 0.16 -0.10 0.03
H 1.4142 -2.0769 0.4632 0.12 0.19 -0.07
Br -5.1068 5.1486 -2.3191 0.17 -0.16 -0.01
C -3.8289 3.7647 -2.3005 -0.16 0.04 -0.12
C -2.4353 4.2887 -0.4529 0.13 0.01 0.04
C -1.9621 1.4868 0.1251 -0.23 0.39 -0.16
C -2.0951 1.5322 -2.2698 -0.88 1.18 -0.37
C -2.2826 2.2605 -3.3899 0.46 -0.68 0.41
C -3.2464 3.3283 -3.4223 -0.57 0.34 0.06
N -1.1871 0.4937 -2.0753 0.94 -0.94 -1.21
C -0.4424 0.0643 -3.0569 -1.06 0.99 0.73
C 0.3129 -1.1018 -2.8121 0.99 -1.18 0.15
C 1.0397 -1.7501 -3.8209 -0.49 0.72 0.10
C 1.4941 -3.0253 -3.6144 0.00 -0.46 0.49
C 1.1584 -3.6338 -2.4039 0.22 0.04 -0.61
C 0.5213 -2.9000 -1.4334 -0.20 0.18 0.39
N 0.1624 -1.6121 -1.5655 0.00 -0.35 -1.14
H -2.9010 5.2458 -0.2441 0.04 0.06 -0.09
H -2.3432 1.8751 1.0697 0.09 -0.49 0.17
H -1.7436 2.0617 -4.3066 0.05 0.02 -0.01
H -3.4926 3.7747 -4.3758 -0.04 -0.01 0.01
H -0.4757 0.5135 -4.0402 0.00 -0.02 -0.07
H 1.1904 -1.2283 -4.7563 -0.01 -0.06 -0.05
H 2.0531 -3.5608 -4.3691 -0.03 0.02 -0.05
H 1.3954 -4.6719 -2.2196 -0.01 0.00 0.06
H 0.2441 -3.3992 -0.5176 0.11 0.13 0.10
C -4.1508 0.8825 -1.0583 0.09 0.12 -0.04
C -2.9206 1.7952 -1.0311 0.11 -0.42 -0.05
C -3.4147 3.2499 -0.9326 0.30 0.07 -0.08
C -1.1004 4.2383 -0.4095 -0.25 0.10 0.20
C -0.2572 3.0643 -0.5840 0.22 -0.25 -0.03
C 1.0879 3.2703 -1.1871 0.02 -0.09 -0.10
N -0.6662 1.9059 -0.2000 0.53 1.21 -0.45
H -4.8177 1.1983 -1.8616 -0.05 -0.03 0.01
H -4.6950 0.9405 -0.1146 -0.01 -0.03 0.02
H -3.8577 -0.1475 -1.2463 -0.03 0.00 0.04
H -4.2824 3.2816 -0.2687 0.00 -0.07 -0.02
H -0.5592 5.1616 -0.2343 0.02 0.00 0.04
H 1.0120 3.9689 -2.0213 -0.07 0.02 0.01
H 1.5196 2.3295 -1.5164 0.05 -0.01 0.02
H 1.7694 3.7051 -0.4546 -0.01 0.01 0.01
O -1.7224 1.4618 3.0511 0.17 0.18 0.08
C -0.5349 1.6269 2.7876 -0.48 -0.25 0.13
N 0.1622 0.8309 1.9241 0.37 0.12 -0.01
S 1.7900 1.2050 1.9747 -0.17 -0.33 -0.09
O 2.4586 0.1102 2.6425 -0.02 0.25 0.17
O 2.2250 1.4910 0.6403 0.11 0.35 -0.03
C 1.6297 2.6455 2.9844 -0.36 -0.30 -0.11
C 2.5558 3.5922 3.3633 0.23 -0.04 -0.02
C 2.0968 4.6604 4.1286 0.06 -0.11 -0.05
C 0.7608 4.7509 4.5008 -0.08 0.02 0.05
C -0.1576 3.7810 4.1180 0.02 -0.07 0.03
C 0.2953 2.7221 3.3507 0.05 0.25 0.09
H 3.5973 3.5103 3.0841 0.00 0.02 -0.02
H 2.7960 5.4255 4.4360 -0.01 0.01 0.02
H 0.4320 5.5863 5.1037 0.01 0.02 -0.01
H -1.1994 3.8411 4.4014 -0.01 -0.01 0.01
C 4.4596 -4.3797 1.0585 0.11 -0.01 -0.03
N 3.9899 -3.0805 0.5866 0.26 -0.30 0.08
C 4.0122 -2.5599 -0.6559 -0.42 0.53 -0.09
S 3.2898 -1.0332 -0.8802 0.27 -0.06 -0.02
N 4.5066 -3.1961 -1.7221 0.14 -0.34 0.00
C 5.3276 -4.3994 -1.8224 0.00 -0.08 0.09
H 3.9701 -4.5899 2.0070 -0.03 -0.01 -0.03
H 5.5373 -4.3995 1.2275 -0.02 -0.02 -0.01
H 4.1896 -5.1596 0.3518 -0.02 -0.01 0.10
H 3.8558 -2.3796 1.2996 -0.10 0.07 -0.10
H 4.4052 -2.6595 -2.5667 -0.02 0.10 0.04
H 6.0421 -4.4634 -1.0063 0.01 0.01 -0.07
H 5.8859 -4.3493 -2.7534 0.01 0.04 0.01
H 4.7159 -5.3032 -1.8427 0.07 0.00 0.01


[2]
81
Properties=species:S:1:pos:R:3:forces:R:3 method="wB97M-V/def2-TZVPD" molar_mass_da=648.956 gap_ev=6.400 charge=0 de_lowest_ev=0.173 e_lumo_ev=-0.160 total_energy_ev=-159449.32402
Li -1.5220 0.6646 0.1644 -0.12 0.48 -0.14
C 0.0723 -4.1915 0.3879 0.02 0.11 -0.06
C -0.5342 -2.8364 0.7151 0.04 0.44 -0.34
Ge -0.6276 -1.6725 -0.9291 -0.16 -0.94 0.06
C -2.5875 -1.4687 -1.4140 0.74 0.55 0.17
C -3.2412 -2.8316 -1.5753 0.13 -0.06 0.14
C 0.4110 -2.5280 -2.3813 -0.36 0.37 0.33
C 1.4882 -1.7641 -2.6136 -0.40 0.66 0.62
Ge 1.3599 -0.2192 -1.3221 0.36 0.24 0.22
C 2.7291 -0.4582 0.1272 -0.50 0.08 -0.29
C 4.1625 -0.5694 -0.3689 -0.08 -0.05 -0.14
C 1.4040 1.7016 -1.9698 -0.15 -0.87 0.21
C 0.6220 1.9639 -3.2430 0.03 -0.04 -0.03
C 2.5788 -2.0610 -3.5257 0.49 -0.04 -0.41
C 3.4298 -1.0339 -3.9326 -0.17 -0.08 0.05
C 4.4718 -1.2799 -4.8052 0.15 0.03 -0.09
C 4.6935 -2.5645 -5.2737 0.08 0.07 -0.04
C 3.8594 -3.5962 -4.8746 0.06 -0.11 -0.06
C 2.8145 -3.3509 -4.0071 -0.09 0.14 0.04
H 0.1536 -4.8082 1.2815 0.01 -0.08 0.06
H 1.0711 -4.0636 -0.0311 0.03 -0.14 -0.06
H -0.5434 -4.7149 -0.3406 0.04 -0.21 -0.11
H 0.0858 -2.3307 1.4544 -0.13 0.09 0.03
H -1.5256 -2.9603 1.1566 -0.01 0.17 -0.01
H -2.6554 -0.8948 -2.3393 0.01 0.08 -0.01
H -3.0896 -0.8966 -0.6222 -0.13 -0.04 -0.07
H -2.7017 -3.4305 -2.3101 -0.05 -0.05 -0.02
H -4.2780 -2.7434 -1.9005 -0.04 -0.02 0.00
H -3.2272 -3.3657 -0.6265 -0.05 -0.14 0.00
H 0.2459 -3.4635 -2.8988 -0.08 -0.22 -0.07
H 2.4624 -1.3717 0.6605 -0.13 -0.01 0.08
H 2.6350 0.3671 0.8331 -0.14 -0.01 0.02
H 4.2664 -1.3863 -1.0821 0.11 -0.04 -0.04
H 4.8312 -0.7616 0.4702 0.11 0.02 -0.02
H 4.4869 0.3473 -0.8592 0.10 0.06 -0.06
H 2.4509 1.9737 -2.1061 0.11 -0.03 0.11
H 1.0092 2.3130 -1.1578 0.11 -0.03 0.14
H 1.0021 1.3577 -4.0649 -0.06 -0.01 -0.11
H 0.7053 3.0132 -3.5257 -0.06 0.06 -0.11
H -0.4349 1.7351 -3.1099 -0.08 -0.03 -0.06
H 3.2504 -0.0335 -3.5566 0.05 0.06 -0.01
H 5.1183 -0.4733 -5.1189 0.05 0.07 -0.01
H 5.5211 -2.7625 -5.9388 0.04 -0.01 -0.07
H 4.0318 -4.5973 -5.2430 0.01 -0.08 0.00
H 2.1744 -4.1615 -3.6924 -0.03 -0.09 0.05
C -0.6853 -2.9337 5.1982 -0.05 -0.07 0.10
C 0.4891 -2.5152 4.5986 0.04 -0.20 0.05
C 0.4977 -1.3650 3.8331 0.24 0.01 -0.03
C -0.6478 -0.6015 3.6354 0.02 0.31 -0.17
C -1.8173 -1.0449 4.2423 -0.14 0.06 -0.01
C -1.8385 -2.1877 5.0228 -0.16 -0.08 0.11
Si -0.5920 0.9122 2.4769 0.22 -0.04 -0.06
C -0.7125 2.4646 3.5886 -0.03 -0.27 -0.21
C 0.3237 3.3941 3.5995 0.18 -0.02 -0.16
C 0.2832 4.5270 4.3908 0.07 0.23 0.08
C -0.8153 4.7716 5.1966 -0.02 0.02 0.08
C -1.8611 3.8638 5.1975 -0.15 0.05 0.15
C -1.8100 2.7336 4.3997 -0.11 -0.08 -0.02
H -0.7068 -3.8300 5.8008 0.02 -0.08 0.06
H 1.3955 -3.0899 4.7274 0.10 -0.04 0.01
H 1.4206 -1.0567 3.3629 0.16 0.08 -0.02
H -2.7330 -0.4860 4.0925 -0.12 0.00 0.03
H -2.7565 -2.5052 5.4981 -0.09 -0.01 0.01
H 0.9077 0.9459 2.2683 -0.01 0.03 -0.07
H 1.1911 3.2181 2.9765 0.13 -0.03 0.00
H 1.1192 5.2135 4.4000 0.05 0.06 -0.06
H -0.8560 5.6517 5.8254 0.02 0.01 0.01
H -2.7147 4.0361 5.8377 -0.12 0.01 0.02
H -2.6402 2.0386 4.4064 -0.11 -0.02 0.08
N -4.8671 3.7907 -2.7814 -0.28 -0.04 -0.18
C -3.7389 3.7151 -2.0274 0.52 0.17 0.09
C -3.1974 2.4780 -1.6317 0.01 -0.05 0.02
N -2.1005 2.3948 -0.8943 -0.24 0.27 -0.13
C -1.5031 3.5539 -0.5828 0.24 -0.15 0.17
C -2.0001 4.7651 -1.0280 -0.10 -0.09 -0.04
N -3.1185 4.8604 -1.7373 -0.16 -0.31 -0.06
H -5.5302 3.0376 -2.7366 -0.02 0.03 -0.04
H -5.2351 4.7175 -2.9191 -0.05 -0.04 0.03
H -3.6612 1.5518 -1.9420 -0.12 -0.10 0.03
H -0.6180 3.4892 0.0308 0.06 0.09 0.11
H -1.5014 5.7004 -0.8143 0.13 -0.04 0.13


[3]
99
Properties=species:S:1:pos:R:3:forces:R:3 method="wB97M-V/def2-TZVPD" molar_mass_da=838.747 gap_ev=8.166 charge=0 e_lumo_ev=-0.088 total_energy_ev=-92725.94034
C 1.4742 -1.0671 -0.3477 0.66 0.80 0.23
C 0.4442 0.0677 -0.1433 -0.21 -0.07 -0.10
C -1.0154 -0.3721 -0.0899 -0.14 0.37 -0.77
C -1.7912 -0.1278 -1.1959 -0.65 -0.21 0.32
C -3.2029 -0.4683 -1.2278 0.46 0.04 0.19
C -3.8449 -1.0412 -0.1749 -1.12 -0.49 0.19
C -5.3461 -1.3522 -0.2626 0.62 0.10 0.74
C -6.2667 -0.0998 -0.1246 -0.85 -0.02 0.05
C -6.9241 0.0393 1.2704 0.39 -0.17 -0.26
O -5.6014 1.1448 -0.4189 -0.23 -0.39 -0.38
C -3.1074 -1.3631 1.0232 1.20 1.20 -1.52
N -3.5423 -1.9107 2.1432 0.55 -0.13 0.30
S -2.2494 -2.0135 3.1315 0.10 0.43 -0.77
N -1.1020 -1.3459 2.1867 -0.41 -0.06 0.00
C -1.6754 -1.0017 1.0222 -0.47 -0.66 1.01
H 1.4673 -1.4324 -1.3884 -0.29 -0.12 0.54
H 1.4167 -1.8767 0.3933 -0.22 0.19 -0.38
H 2.4758 -0.6095 -0.2196 -0.37 -0.32 -0.04
H 0.5297 0.7330 -1.0237 -0.07 -0.23 0.42
H 0.6929 0.7096 0.7229 -0.04 -0.53 -0.17
H -1.3345 0.3388 -2.0749 -0.31 -0.32 0.50
H -3.8301 -0.2471 -2.0986 0.56 0.02 0.16
H -5.5947 -2.0205 0.5811 0.09 0.17 -0.44
H -5.5465 -1.9215 -1.1839 0.02 0.43 0.19
H -7.0820 -0.2150 -0.8686 0.34 -0.08 0.34
H -7.1686 -0.9535 1.6863 -0.07 0.49 -0.12
H -6.2077 0.5404 1.9418 -0.27 -0.30 -0.21
H -7.8288 0.6660 1.2027 0.36 -0.27 0.13
H -6.1753 1.5898 -1.0520 0.27 0.14 0.15
C 3.3216 -4.1954 -3.4487 -0.08 0.24 -0.08
C 3.0713 -5.4427 -2.6450 -0.12 -0.40 -0.22
O 3.6034 -5.0988 -1.3613 0.00 0.33 -0.02
C 3.5881 -3.7468 -1.2607 -0.02 0.09 0.05
O 3.8074 -3.1457 -0.2547 0.16 -0.07 0.06
O 3.2906 -3.1690 -2.4464 0.12 -0.28 0.40
H 2.5638 -4.0247 -4.1990 -0.09 0.27 0.22
H 4.3012 -4.1941 -3.9246 0.01 0.03 0.10
H 2.0079 -5.6666 -2.5373 0.02 0.06 0.03
H 3.5753 -6.3141 -3.0558 0.10 0.02 0.19
C -5.9316 2.7186 3.9378 0.27 -0.06 -0.25
C -5.6605 2.7472 5.4174 0.14 0.06 0.25
O -6.8592 3.3350 5.9424 -0.26 -0.12 -0.43
C -7.8510 3.1137 5.0462 -0.16 0.05 0.17
O -9.0039 3.3261 5.2489 0.06 -0.02 -0.07
O -7.3566 2.6158 3.8807 -0.03 0.09 0.23
H -5.4608 1.8728 3.4425 -0.16 -0.02 -0.03
H -5.6235 3.6395 3.4365 -0.04 0.01 0.03
H -5.5416 1.7490 5.8409 -0.01 0.03 -0.01
H -4.7950 3.3410 5.6697 -0.23 0.14 0.20
C -0.5921 1.9534 3.2622 0.34 -0.18 -0.44
C 0.0918 2.9086 4.2012 0.50 0.24 -0.11
O -0.9946 3.3900 5.0034 -0.31 -0.33 -0.08
C -1.9714 2.4543 4.9631 0.08 0.03 0.10
O -2.9424 2.4628 5.6577 0.44 -0.13 -0.14
O -1.7058 1.5049 4.0349 -0.20 0.21 0.27
H 0.0424 1.1166 2.9784 -0.19 -0.12 0.09
H -0.9601 2.4410 2.3562 -0.05 0.01 0.05
H 0.8165 2.4130 4.8493 -0.04 0.00 0.00
H 0.5852 3.7240 3.6796 -0.08 0.09 0.16
C 5.8468 -1.7963 2.2862 -0.12 0.04 -0.63
C 5.6006 -3.0394 3.0989 -0.16 -0.37 -0.14
O 6.1315 -2.6835 4.3801 -0.01 0.37 -0.12
C 6.1133 -1.3299 4.4722 0.04 -0.05 0.29
O 6.3320 -0.7181 5.4671 0.01 0.04 -0.11
O 5.8121 -0.7622 3.2740 0.07 -0.20 0.20
H 5.0848 -1.6350 1.5264 -0.03 0.12 0.10
H 6.8300 -1.7943 1.8094 0.02 -0.02 0.07
H 4.5383 -3.2660 3.2057 0.02 0.06 0.00
H 6.1083 -3.9124 2.6958 0.09 0.01 0.19
C 6.0741 2.6049 1.4914 0.31 -0.06 -0.24
C 6.3222 2.6342 2.9785 0.48 -0.22 0.24
O 5.1425 3.2691 3.4766 -0.20 -0.01 -0.33
C 4.1589 3.0787 2.5664 -0.07 -0.04 0.16
O 3.0115 3.3330 2.7556 -0.07 -0.02 -0.06
O 4.6487 2.5556 1.4143 -0.05 0.12 0.25
H 6.5193 1.7378 1.0077 -0.21 -0.05 -0.04
H 6.4235 3.5099 0.9890 -0.04 0.01 0.02
H 6.3954 1.6348 3.4119 -0.08 0.06 -0.04
H 7.2113 3.2015 3.2457 -0.16 0.15 0.10
C -1.4711 3.9458 -4.9880 0.06 0.38 -0.17
C -2.7782 3.5178 -4.3694 -0.35 0.28 0.07
O -2.6319 2.0997 -4.2832 0.30 0.04 -0.04
C -1.3040 1.8247 -4.2640 0.08 -0.20 -0.01
O -0.8451 0.7527 -4.0285 0.06 0.19 -0.28
O -0.5696 2.9305 -4.5445 -0.25 -0.16 0.05
H -1.1468 4.9275 -4.6498 0.17 -0.12 0.07
H -1.5013 3.9387 -6.0797 -0.02 -0.05 0.02
H -2.9184 3.9200 -3.3639 0.05 -0.04 0.00
H -3.6392 3.7832 -4.9791 -0.02 -0.22 0.00
C 2.5897 -2.2119 -7.6493 -0.15 0.44 -0.10
C 3.4851 -2.9499 -8.6128 0.07 0.15 -0.40
O 4.0832 -3.9465 -7.7812 -0.22 0.06 0.24
C 3.2556 -4.1505 -6.7285 0.03 -0.22 -0.06
O 3.3749 -5.0309 -5.9361 0.04 -0.19 -0.58
O 2.2702 -3.2207 -6.6893 0.24 -0.20 -0.06
H 1.6891 -1.8261 -8.1216 -0.10 -0.14 0.16
H 3.1028 -1.3923 -7.1425 0.02 -0.05 0.02
H 2.9267 -3.4444 -9.4102 -0.01 -0.02 0.06
H 4.2431 -2.3089 -9.0575 0.13 -0.15 0.10


[4]
83
Properties=species:S:1:pos:R:3:forces:R:3 method="wB97M-V/def2-TZVPD" molar_mass_da=830.722 gap_ev="5.364 / 5.459" charge=+2 e_lumo_ev="-7.441 / -7.420" total_energy_ev=-96119.18602
P 1.2868 1.1483 -1.8061 0.26 -0.70 2.29
C 3.0397 1.3658 -2.0579 0.39 0.03 -0.31
C 3.6458 0.8399 -3.2130 -0.08 0.19 0.18
H 3.0641 0.2115 -3.8902 0.24 0.23 0.10
C 4.9796 1.1348 -3.4819 0.05 -0.01 0.07
H 5.4413 0.7382 -4.3865 -0.08 0.13 0.28
C 5.7143 1.9352 -2.6013 -0.29 -0.06 0.02
H 6.7545 2.1731 -2.8246 -0.29 -0.07 0.08
C 5.1193 2.4271 -1.4336 -0.08 -0.07 0.04
H 5.6932 3.0428 -0.7407 -0.13 -0.21 -0.20
C 3.7862 2.1374 -1.1482 -0.10 -0.14 -0.29
H 3.3142 2.4974 -0.2325 0.20 0.07 -0.21
C 0.6797 -0.2505 -2.7483 -0.35 -0.06 -0.46
C 1.2539 -1.5146 -2.5240 -0.18 0.01 0.01
H 2.1311 -1.6098 -1.8781 -0.29 0.01 -0.16
C 0.6912 -2.6439 -3.1163 0.17 0.20 0.05
H 1.1219 -3.6254 -2.9150 -0.11 0.26 -0.13
C -0.4071 -2.5087 -3.9708 -0.06 0.09 0.06
H -0.8354 -3.3921 -4.4469 0.13 0.26 0.12
C -0.9498 -1.2486 -4.2255 -0.13 0.01 -0.04
H -1.7956 -1.1363 -4.9053 0.26 -0.10 0.16
C -0.4205 -0.1137 -3.6127 0.35 -0.11 0.21
H -0.8370 0.8755 -3.8167 0.06 -0.31 0.07
C 0.3578 2.6438 -2.1136 -0.01 0.50 -0.29
C 0.6397 3.3255 -3.3142 -0.26 -0.10 0.17
H 1.4189 2.9456 -3.9780 -0.23 0.15 0.09
C -0.0772 4.4726 -3.6422 0.07 -0.07 0.03
H 0.1353 4.9830 -4.5816 -0.08 -0.08 0.29
C -1.0567 4.9591 -2.7711 0.05 -0.20 0.06
H -1.6205 5.8542 -3.0367 0.17 -0.26 0.10
C -1.3052 4.3084 -1.5593 0.03 -0.04 0.00
H -2.0592 4.6917 -0.8703 0.26 -0.04 -0.21
C -0.5912 3.1604 -1.2122 0.21 -0.10 -0.19
H -0.7386 2.6913 -0.2360 -0.07 0.13 -0.30
Pb 0.2312 0.1325 2.5364 -0.69 -3.21 2.89
C -1.7513 -1.3117 2.1534 -0.69 -0.01 0.45
C -2.1639 -1.4257 0.9013 -0.15 -0.07 0.34
H -2.1795 -1.7579 3.0596 -0.06 0.28 -0.46
C -1.3518 -0.7553 -0.2223 -0.27 1.01 -0.49
O -2.2040 0.3033 -0.7298 0.37 -0.24 -0.11
H -1.7049 0.9003 -1.3196 -0.21 -0.44 0.22
C -0.0891 -0.2212 0.2859 0.70 0.61 0.94
H -1.1204 -1.4751 -1.0315 -0.01 0.12 0.30
C 0.9476 0.5366 0.1525 1.46 1.10 -5.11
Cl -0.2473 -1.2077 4.8325 0.23 1.11 -0.11
Cl 2.8605 0.4482 2.9342 -1.34 0.49 -0.16
P 1.5451 -2.5246 2.4489 0.14 -0.11 0.00
C 2.3869 -3.0167 4.0014 -0.22 0.30 -0.14
H 1.6191 -3.2635 4.7444 0.33 -0.01 -0.15
H 2.9510 -2.1471 4.3585 -0.04 -0.29 0.02
H 3.0569 -3.8650 3.8081 -0.19 0.20 0.13
C 0.5889 -4.0277 2.0418 -0.11 0.08 0.01
H 0.1357 -3.9057 1.0491 0.09 -0.13 0.16
H -0.2132 -4.1326 2.7832 0.18 -0.12 -0.15
H 1.2455 -4.9087 2.0552 -0.29 0.15 -0.02
C 2.9103 -2.6126 1.2375 0.03 0.06 0.02
H 3.4671 -1.6685 1.2966 0.02 -0.35 -0.10
H 2.5026 -2.7374 0.2257 0.15 -0.01 0.19
H 3.5627 -3.4587 1.4945 -0.07 0.25 -0.28
P -3.7468 -2.1901 0.3898 1.42 0.59 0.13
C -4.3454 -3.2548 1.6902 -0.18 -0.25 0.08
C -3.4033 -3.1194 -1.1067 -0.26 -0.29 -0.11
H -4.3907 -2.7081 2.6401 -0.02 -0.10 -0.25
H -3.6923 -4.1299 1.8037 -0.12 0.26 -0.04
H -5.3535 -3.5944 1.4158 0.21 0.05 0.13
H -3.0907 -2.4460 -1.9156 -0.12 -0.11 0.22
H -4.3207 -3.6450 -1.4041 0.26 0.07 -0.07
H -2.6099 -3.8543 -0.9155 -0.22 0.16 -0.02
C -4.9239 -0.8905 0.0249 -0.24 0.00 -0.01
H -5.0813 -0.2784 0.9216 0.03 -0.16 -0.19
H -5.8734 -1.3469 -0.2826 0.15 0.15 0.05
H -4.5177 -0.2581 -0.7735 -0.13 -0.21 0.22
H 1.8474 0.7310 0.7618 -0.44 0.07 -0.27
C -2.1282 3.9504 4.1519 0.12 0.19 -0.28
C -0.9757 3.0178 3.9244 0.12 -0.32 -0.53
C -0.1364 2.7040 5.1298 0.22 0.00 -0.16
O -0.7578 2.5345 2.7920 -0.08 -0.03 1.28
H -1.9104 4.6147 4.9922 -0.17 -0.09 -0.20
H -3.0235 3.3638 4.4005 0.19 0.05 -0.05
H -2.3262 4.5293 3.2457 -0.08 -0.12 0.14
H -0.5036 1.7823 5.6088 0.03 0.16 -0.13
H 0.9128 2.5480 4.8461 -0.24 -0.05 0.05
H -0.2090 3.5238 5.8526 0.09 -0.31 -0.11